This record from the OMol25 dataset describes an isolated ion of composition C7H12ClN2 and charge +1 in a non-equilibrium geometry. The level of theory is the ωB97M-V functional and the def2-TZVPD basis.

Geometry as XYZ:
```
22
Properties=species:S:1:pos:R:3:forces:R:3
Cl 1.758162 0.971126 1.352984 1.38 -0.21 -1.12
N 2.575682 1.565735 -1.119641 -0.66 -0.99 -0.99
N -1.833117 0.885086 0.885856 0.16 -1.75 -2.23
C 0.553666 -2.066560 0.414625 -3.48 0.17 4.59
C 2.071379 0.542420 -0.379345 -0.79 3.07 2.65
C -0.793168 0.004798 0.266859 -0.32 -0.95 2.09
C 1.611907 -1.945291 -0.392075 1.48 2.73 -1.60
C -2.917736 0.794663 -0.142544 -5.09 2.26 3.81
C 2.196448 -0.725950 -0.855090 -0.14 -6.87 -1.46
C -0.278479 -0.980933 1.017232 1.04 -1.93 -2.25
H 0.365058 -3.109715 0.829309 0.11 1.55 -0.34
H 2.792182 -0.985403 -1.770062 0.06 1.17 1.05
H 2.080002 1.558472 -2.005500 0.65 0.45 -0.41
H 1.907632 -2.941322 -0.576135 1.41 -0.47 -1.51
H -2.242510 0.612233 1.751552 0.04 -1.10 0.98
H 2.576498 2.438714 -0.679000 0.03 1.50 0.62
H -1.399052 1.742212 1.107462 0.16 2.06 -0.36
H -3.503398 -0.187883 -0.065073 1.51 1.36 -0.31
H -0.443636 -1.067584 2.064260 -0.63 -0.10 0.69
H -0.751010 0.111876 -0.779982 0.13 0.06 -0.84
H -2.589690 1.120970 -1.046987 1.17 0.14 -2.67
H -3.736819 1.662328 0.121294 1.79 -2.14 -0.40
```
Positions in Å, forces in eV/Å.

As for the charge: +1. The molecular weight comes out at 159.64 g mol⁻¹. As for the expectation value of S²: 2.013. The multiplicity is 3. As for the orbital gap (alpha / beta): 5.95 / 7.62 eV. The calculation puts the energy at -843.1702 Eh.

natural (NBO) atomic charge list, values in e, 4 entries:
1 Cl -0.0380
2 N -0.7282
3 N -0.5172
4 C -0.1174



This record from the OMol25 dataset describes C27H25ClIrN5O2Se as an isolated structure in a non-equilibrium geometry. The level of theory is the ωB97M-V functional and the def2-TZVPD basis.

Geometry as XYZ:
```
62
Properties=species:S:1:pos:R:3:forces:R:3
Ir 0.124851 -0.117525 -0.572672 0.31 0.61 2.18
Se -2.167743 -0.007577 -1.132955 -1.28 0.11 -0.57
Cl 2.373856 -0.373543 0.133612 1.51 -0.09 0.42
O 0.326772 3.696928 1.479558 -0.13 -1.22 0.73
O -0.337314 -3.432743 2.206324 -0.01 1.09 0.64
N 2.213902 -0.392231 -4.197570 -0.21 0.23 0.36
N -0.256521 -2.341573 0.253733 0.49 2.15 0.65
N 0.495659 2.181142 -0.172931 -0.95 -2.21 1.27
N -0.264855 0.102166 1.404991 1.02 0.47 0.45
N 0.781556 -0.339212 -2.537808 0.14 0.04 0.17
C 2.920487 -3.907309 -2.013178 0.10 0.03 0.02
C 1.341857 -5.336026 -3.104982 0.05 -0.06 -0.08
C 1.059386 3.381113 -0.738833 0.40 0.54 -0.22
C 2.601625 -4.763645 -3.053923 0.09 -0.01 -0.02
C 0.201566 2.405200 1.076328 0.38 1.25 -2.61
C 1.151575 4.679451 -4.285822 0.09 0.07 -0.02
C -0.202494 -0.873621 3.599892 -0.11 0.53 0.28
C -0.245657 -0.994288 2.225862 -0.16 1.62 0.00
C 0.662579 4.449923 0.318002 0.02 0.35 -0.88
C -0.402707 2.971812 -2.763457 -0.03 -0.06 0.34
C 0.400353 -5.018577 -2.143349 -0.05 0.05 0.07
C 0.118597 3.973971 -4.881616 -0.01 -0.03 -0.06
C 1.425595 4.506950 -2.940385 -0.05 -0.03 0.07
C 0.194823 -0.968188 -3.595159 -0.24 -0.28 -0.36
C 1.078403 -1.008362 -4.630474 -0.49 -0.17 0.02
C 1.984087 -3.601839 -1.040053 -0.09 0.01 0.09
C 3.442406 -0.218222 -4.920711 0.54 0.10 -0.09
C 0.654628 3.643129 -2.166997 0.10 0.06 -0.21
C -0.378584 -3.722781 -0.145362 -0.24 -0.50 -0.29
C -0.383369 -4.463886 1.223186 -0.01 -0.56 -0.57
C -0.263629 -2.259074 1.541910 -0.22 -1.33 -1.99
C 1.994157 -0.001988 -2.933781 0.17 0.20 0.16
C -0.168551 1.511981 3.355940 0.08 -0.07 0.01
C -0.211364 0.399083 4.180633 0.09 -0.35 -0.55
C -0.130569 1.354368 1.976595 -0.72 -2.30 0.59
C 0.704091 -4.134717 -1.115143 -0.04 -0.02 -0.09
C -0.659038 3.124240 -4.114579 -0.05 0.02 -0.15
H -1.462137 2.560819 -4.568493 -0.08 -0.03 0.03
H 3.301983 -0.495362 -5.963351 -0.06 0.01 0.06
H -1.017227 2.306134 -2.174257 -0.16 -0.25 0.05
H -0.106429 2.507192 3.766458 0.02 0.10 0.02
H 1.477090 5.131290 0.568448 -0.10 -0.11 -0.03
H -0.216584 5.026421 0.003023 0.12 -0.15 0.06
H 4.223768 -0.845455 -4.487333 -0.02 0.02 -0.09
H -0.807641 -1.340777 -3.539565 -0.23 0.02 0.11
H 3.902555 -3.459754 -1.957573 0.08 0.03 0.01
H 2.254352 5.036159 -2.492552 0.16 0.06 0.06
H -1.294092 -5.045424 1.387257 0.13 0.10 -0.05
H 0.487503 -5.113560 1.347588 -0.06 0.14 0.01
H 2.724390 0.498950 -2.326581 0.07 0.00 0.08
H 1.087999 -6.015462 -3.904661 -0.04 -0.07 -0.07
H 1.761256 5.345657 -4.877743 0.06 0.08 -0.04
H -0.191810 0.510454 5.252019 -0.04 0.01 0.10
H 2.242519 -2.914260 -0.248277 0.00 0.12 0.02
H 2.157071 3.267275 -0.743197 -0.20 -0.08 0.10
H 3.760959 0.823742 -4.871416 -0.02 -0.06 -0.05
H -0.158886 -1.760445 4.210006 -0.05 -0.14 0.02
H 3.334904 -4.986030 -3.818051 0.01 -0.03 -0.02
H -0.068273 4.080162 -5.941131 -0.04 0.03 -0.05
H 0.983406 -1.401629 -5.620320 0.00 -0.12 -0.20
H -0.586882 -5.450474 -2.203223 -0.20 -0.01 -0.03
H -1.344816 -3.842217 -0.655562 0.15 0.07 0.14
```
Positions in Å, forces in eV/Å.

The molecular weight comes out at 758.16 g mol⁻¹. As for the orbital gap (alpha / beta): 4.61 / 4.34 eV. The calculation puts the energy at -4434.1211 Eh.

natural (NBO) atomic charge list, values in e, 4 entries:
1 Ir 0.9712
2 Se -0.9238
3 Cl -0.6874
4 O -0.4691



This record from the OMol25 dataset describes C27H40N2OPbS4Si as an isolated structure. The level of theory is the ωB97M-V functional and the def2-TZVPD basis.

Geometry as XYZ:
```
76
Properties=species:S:1:pos:R:3:forces:R:3
Pb 0.975051 0.255767 0.209853 -0.13 0.12 0.06
S -0.743664 1.958194 -1.999229 0.01 -0.06 -0.02
S -2.227487 -0.657108 -0.337714 -0.01 -0.03 -0.01
S -0.184800 -1.478530 2.685049 0.14 0.02 0.02
S -1.695788 2.265210 1.379408 -0.02 0.00 -0.01
Si 0.271212 -3.907143 -3.275727 0.02 0.01 0.01
O 2.016510 -5.583542 4.030419 -0.01 0.01 0.01
N 0.822630 -3.859205 3.220976 -0.08 -0.12 -0.04
N -0.102712 -3.588722 1.097587 0.05 0.04 0.02
C -3.083213 1.128430 1.633032 0.02 0.01 -0.02
C 3.269815 -6.055601 1.532306 -0.02 0.01 0.01
C 0.503860 -3.190915 -4.986559 0.00 0.01 0.00
C -0.285802 -4.987128 0.737876 -0.01 0.00 -0.02
C -1.614620 -5.539763 1.237029 0.00 0.01 -0.01
C 0.658299 -1.674050 -1.220651 0.15 0.06 -0.08
C 1.538745 -5.246246 -2.955942 0.00 0.01 -0.01
C -2.318356 1.200572 -2.490005 0.02 -0.01 0.02
C 3.040559 2.356895 0.851918 0.02 0.03 0.04
C -2.272844 3.308416 0.013520 0.01 -0.01 0.00
C -1.470789 -4.585761 -3.120682 -0.02 0.02 0.03
C 3.745281 -3.790161 0.000093 -0.01 0.02 0.00
C -1.254314 3.455091 -1.112845 -0.01 -0.01 0.02
C 2.686586 -4.839719 1.883855 -0.03 -0.05 -0.05
C 3.618484 0.272879 0.122444 0.03 -0.05 -0.02
C 0.495797 -2.569254 -2.041490 -0.03 -0.06 0.04
C -3.550437 0.320254 0.425728 0.01 0.00 0.01
C 0.204423 -3.063747 2.273066 -0.15 0.02 0.01
C 3.527365 1.107662 1.262750 -0.01 -0.01 0.00
C 4.304746 -5.006475 -0.360839 0.00 0.00 -0.01
C 1.828096 -4.829499 3.104766 0.09 0.06 0.01
C 4.073035 -6.139430 0.409073 0.01 -0.01 0.00
C -2.429635 -0.269104 -2.091533 0.00 0.03 -0.02
C 2.821942 2.311976 -0.536380 -0.03 -0.01 -0.02
C 2.939128 -3.701405 1.124536 -0.01 -0.01 0.04
C -1.799408 -6.987764 0.803987 -0.01 0.00 0.00
C 3.182678 1.024817 -1.001104 0.01 -0.06 -0.03
H -2.188205 -3.762466 -3.082369 -0.01 -0.01 -0.02
H 4.925548 -5.073418 -1.245285 0.00 0.01 0.00
H 4.026634 -0.727016 0.095260 0.01 0.01 0.01
H -2.426357 -4.917252 0.852123 0.00 0.00 0.00
H 0.635965 -3.591946 4.176863 0.00 0.00 -0.01
H 3.078640 -6.922819 2.150890 0.00 0.00 0.00
H -0.247358 -5.017680 -0.352143 0.01 0.00 -0.01
H 3.191890 0.692507 -2.029083 -0.02 0.00 0.01
H 1.487354 -2.726305 -5.076884 0.00 0.00 -0.01
H -1.728511 -5.221691 -3.970490 0.02 0.00 -0.01
H -0.351691 -2.914384 0.378556 -0.04 -0.01 0.03
H 2.520648 -2.743753 1.410782 0.03 -0.01 -0.03
H -2.408756 1.271893 -3.574795 0.00 0.00 0.00
H -4.340762 -0.355083 0.756980 -0.01 0.00 0.00
H -3.931708 1.673336 2.050933 0.00 -0.01 0.00
H 3.920516 -2.910078 -0.602988 0.01 0.02 -0.01
H -3.132037 1.789694 -2.069086 0.01 -0.01 -0.01
H -2.492674 4.305470 0.398630 0.00 0.00 0.00
H -1.622285 4.187103 -1.834052 -0.01 -0.01 0.00
H 0.537066 -5.605918 1.086068 0.04 0.00 0.04
H -1.644217 -5.462215 2.327134 0.00 0.00 0.00
H 2.841795 3.199799 1.497123 0.01 0.00 0.00
H -0.999400 -7.619132 1.195793 0.00 0.00 0.00
H -3.379116 -0.667374 -2.455767 -0.01 0.00 0.01
H -2.715129 0.452992 2.407678 0.00 0.00 0.00
H -1.604669 -5.176919 -2.212280 0.01 0.00 0.01
H -0.312973 3.841576 -0.715660 0.00 0.01 0.00
H 1.473651 -5.622074 -1.932897 0.00 -0.01 0.01
H -3.991717 0.967633 -0.331269 0.01 0.00 0.00
H 2.471650 3.124504 -1.157144 -0.01 0.00 0.00
H 1.413475 -6.089916 -3.638747 -0.01 0.01 -0.01
H 3.792614 0.825196 2.270754 -0.01 0.00 0.00
H 0.417612 -3.962212 -5.755293 0.00 0.00 0.01
H -3.213705 2.905757 -0.358149 0.00 0.01 0.00
H -2.746668 -7.389202 1.162703 0.00 0.00 0.00
H -0.246252 -2.424175 -5.191727 0.00 0.00 0.00
H -1.790109 -7.075541 -0.284832 0.00 -0.01 0.00
H -1.627160 -0.845901 -2.555896 -0.01 0.00 -0.01
H 2.546655 -4.847021 -3.089226 -0.01 -0.01 -0.01
H 4.518531 -7.085685 0.131408 0.00 0.00 0.00
```
Positions in Å, forces in eV/Å.

The molecular weight comes out at 772.18 g mol⁻¹. As for the orbital gap: 7.87 eV. The calculation puts the energy at -3312.6685 Eh.

Mulliken atomic charge list, values in e, 4 entries:
1 Pb 0.8297
2 S 0.0076
3 S 0.4098
4 S -0.2638



This record from the OMol25 dataset describes C4H10N4S as an isolated structure in a non-equilibrium geometry. The level of theory is the ωB97M-V functional and the def2-TZVPD basis.

Geometry as XYZ:
```
19
Properties=species:S:1:pos:R:3:forces:R:3
S 2.877769 1.278238 1.524023 -0.86 -0.21 1.80
N 1.394439 -1.164780 0.678220 0.56 0.85 -1.07
N -2.240625 -1.225412 0.587188 -1.14 -0.53 -0.47
N -1.441842 0.544387 -1.030855 2.93 -0.23 0.48
N -1.536308 1.670488 -1.736883 -0.89 -0.01 -0.27
C -0.985608 -1.578563 0.886915 0.28 -1.30 2.01
C -0.203453 0.173464 -0.678560 -1.16 -0.44 1.53
C -2.763071 -0.505432 -0.190553 0.99 2.13 -0.49
C 0.027487 -0.848165 0.374051 -0.84 -0.46 -1.00
H 1.548719 -1.992173 1.218763 -0.47 -0.43 1.42
H -0.734643 2.205348 -2.048858 0.37 -0.44 0.26
H 2.198128 1.587674 0.447848 0.30 1.05 -1.03
H -2.322131 1.770515 -2.352308 -0.54 -0.16 0.03
H -3.611506 0.103482 -0.340657 -1.08 0.01 -0.49
H 4.141208 1.297502 1.138045 0.49 -0.09 -0.88
H 0.702440 0.706638 -1.000517 -0.69 0.00 -0.33
H -1.055838 -2.414005 1.645984 1.31 1.02 -0.89
H 2.214149 -0.091294 1.056526 -0.14 -1.06 0.34
H 1.790685 -1.517912 -0.178372 0.59 0.29 -0.94
```
Positions in Å, forces in eV/Å.

As for the charge: +2. The molecular weight comes out at 146.22 g mol⁻¹. As for the orbital gap: 8.50 eV. The calculation puts the energy at -774.8344 Eh.

natural (NBO) atomic charge list, values in e, 4 entries:
1 S 0.0613
2 N -0.7652
3 N -0.3045
4 N -0.1171